1.
This record from the OMol25 dataset describes C40H66AuN5O2P as an isolated structure. The level of theory is ωB97M-V/def2-TZVPD.

```
115
Properties=species:S:1:pos:R:3:lowdin_spin:R:1
Au -0.6528 -1.4123 -0.4948 0.24
C -1.6238 -4.5861 -0.1014 0.00
N -2.2041 -3.3131 0.3345 0.00
C -3.5367 -3.1105 -0.2399 0.00
C -2.2369 -3.2001 1.7958 0.00
C -1.9667 -1.7811 2.2738 0.00
N -0.6759 -1.2242 1.8023 0.04
C -0.5507 0.1805 2.2285 0.02
C -1.4717 1.2584 1.6701 0.13
C -1.3859 2.4575 2.3158 0.00
C -2.1007 3.5980 1.9035 0.21
C -2.9640 3.4839 0.7964 0.00
C -3.1244 2.3167 0.0926 0.14
C -2.3516 1.1491 0.5170 0.10
O -2.4617 0.0699 -0.1100 0.31
C -4.0814 2.2255 -1.1004 0.01
C -5.1849 1.1863 -0.8142 0.01
C -4.7754 3.5606 -1.3869 0.00
C -3.2957 1.8312 -2.3665 0.01
C -1.9216 4.8981 2.6658 0.02
C -0.4315 5.2832 2.6464 0.01
C -2.3774 4.6837 4.1207 0.02
C -2.7324 6.0455 2.0586 0.00
C 0.4538 -1.9950 2.4003 0.01
C 1.8189 -1.5295 1.9894 0.07
C 2.6757 -1.0033 2.9309 -0.01
C 3.9755 -0.6234 2.6029 0.10
C 4.3690 -0.7787 1.2723 -0.01
C 3.5403 -1.2769 0.2715 0.08
C 2.2316 -1.7058 0.6449 0.01
O 1.4180 -2.3032 -0.1985 0.34
C 4.0243 -1.3772 -1.1808 0.01
C 3.1204 -0.4948 -2.0571 0.00
C 5.4599 -0.8756 -1.3563 0.00
C 3.9875 -2.8380 -1.6633 0.01
C 4.9032 -0.0792 3.6881 0.01
C 4.2407 1.1233 4.3801 0.01
C 6.2515 0.3729 3.1259 0.00
C 5.1544 -1.1865 4.7255 0.01
H -2.1848 -5.4508 0.2808 0.00
H -0.5862 -4.6539 0.2310 0.00
H -1.6296 -4.6301 -1.1923 0.00
H -4.2410 -3.8866 0.0871 0.00
H -3.4758 -3.1334 -1.3290 0.00
H -3.9251 -2.1318 0.0530 0.00
H -1.5139 -3.8942 2.2196 0.00
H -3.2144 -3.4992 2.1912 0.00
H -1.9890 -1.7658 3.3713 0.00
H -2.7576 -1.1247 1.9168 0.00
H 0.4731 0.4833 2.0133 0.01
H -0.6528 0.2143 3.3228 0.01
H -0.7303 2.5266 3.1793 0.00
H -3.5257 4.3524 0.4943 0.00
H -5.7468 1.4593 0.0839 0.00
H -4.7735 0.1875 -0.6789 0.00
H -5.8853 1.1616 -1.6536 0.00
H -5.3912 3.8940 -0.5467 0.00
H -5.4360 3.4311 -2.2463 0.00
H -4.0618 4.3504 -1.6375 0.00
H -2.7956 0.8724 -2.2353 0.00
H -2.5461 2.5928 -2.6034 0.00
H -3.9835 1.7585 -3.2140 0.00
H 0.1928 4.5343 3.1398 0.00
H -0.2946 6.2308 3.1729 0.00
H -0.0717 5.4076 1.6209 0.00
H -1.7882 3.9121 4.6233 0.00
H -3.4307 4.3921 4.1628 0.00
H -2.2583 5.6146 4.6811 0.00
H -2.4495 6.2383 1.0194 0.00
H -2.5413 6.9567 2.6280 0.00
H -3.8083 5.8511 2.0993 0.00
H 0.3390 -3.0390 2.1144 0.00
H 0.3710 -1.9285 3.4927 0.00
H 2.3223 -0.8938 3.9532 0.00
H 5.3711 -0.4813 1.0013 0.00
H 3.1516 0.5439 -1.7130 0.00
H 2.0888 -0.8360 -2.0091 0.00
H 3.4637 -0.5177 -3.0987 0.00
H 5.5687 0.1724 -1.0627 0.00
H 5.7332 -0.9538 -2.4115 0.00
H 6.1744 -1.4760 -0.7869 0.00
H 2.9883 -3.2646 -1.5845 0.00
H 4.6693 -3.4498 -1.0654 0.00
H 4.3183 -2.8925 -2.7064 0.00
H 3.9959 1.9048 3.6537 0.00
H 4.9228 1.5485 5.1219 0.00
H 3.3222 0.8382 4.9002 0.00
H 6.1343 1.1545 2.3691 0.00
H 6.8065 -0.4597 2.6847 0.00
H 6.8597 0.7822 3.9356 0.00
H 4.2234 -1.5144 5.1959 0.00
H 5.8200 -0.8190 5.5129 0.00
H 5.6242 -2.0565 4.2580 0.00
C -1.3921 -0.5447 -5.6927 0.00
N -0.0455 -0.1970 -5.2310 0.00
C 0.8802 -1.2712 -5.6087 0.00
N 0.4731 -2.5937 -5.1237 0.00
C -0.8853 -2.8685 -5.5996 0.00
N -1.8624 -1.8481 -5.2106 0.01
C -2.0865 -1.8431 -3.7670 0.01
P -0.5250 -1.4508 -2.8399 0.03
C -0.0187 0.0587 -3.7918 0.00
C 0.5731 -2.6957 -3.6687 0.00
H -1.3811 -0.5724 -6.7825 0.00
H -2.0912 0.2295 -5.3726 0.00
H 1.8746 -1.0383 -5.2270 0.00
H 0.9269 -1.3112 -6.6965 0.00
H -1.2103 -3.8400 -5.2248 0.00
H -0.8591 -2.9100 -6.6882 0.00
H -2.4402 -2.8256 -3.4489 0.00
H -2.8568 -1.1152 -3.5059 0.00
H 0.9819 0.3512 -3.4821 0.00
H -0.6967 0.8759 -3.5423 0.00
H 0.2775 -3.6939 -3.3421 0.00
H 1.6008 -2.5388 -3.3471 0.00
```

As for the expectation value of S²: 2.06. As for the electronic energy: -67072.0119 eV. The spin multiplicity is 3. Its total charge is +1.

2.
This record from the OMol25 dataset describes a 8-piece molecular cluster, C40H67Br14Cl2FN2O5 overall at a distorted geometry. The level of theory is ωB97M-V/def2-TZVPD.

```
131
Properties=species:S:1:pos:R:3:lowdin_charge:R:1
C 3.4686 3.5756 3.2732 -0.11
C 4.5698 3.3685 2.0330 -0.38
C 5.1867 1.8501 1.9577 -0.11
C 3.8069 3.8748 0.6710 -0.17
C 2.7982 2.6817 0.1254 -0.29
C 3.5880 1.9267 -1.0981 -0.10
C 1.3458 3.3274 -0.2795 -0.16
O 0.7618 2.7773 -1.5127 -0.16
C -0.5773 2.2082 -1.2952 -0.04
C -0.7095 0.5586 -1.5048 0.01
C 0.5898 -0.4102 -1.8899 -0.15
C 0.9811 -1.4570 -0.6456 -0.65
C 2.3912 -2.2910 -0.9583 -0.14
Cl 1.1540 -0.6093 0.9952 0.52
C -2.1566 -0.2508 -1.3375 0.03
F -2.2556 -1.7394 -1.5293 -0.07
C -3.4772 0.6440 -0.9573 0.05
C -3.3239 2.2681 -0.7149 0.06
C -1.8962 3.1210 -0.8671 0.01
C -1.8232 4.7363 -0.5991 -0.19
C -1.6343 5.6579 -1.9414 -0.60
C -0.1458 6.3629 -1.8919 -0.16
Cl -2.8673 7.0791 -1.7600 0.49
C -4.8345 2.7879 -0.3465 -0.14
O -5.3104 4.0464 -0.2184 -0.01
N -5.6897 1.5135 -0.1883 -0.06
O -5.9100 1.4957 1.1445 -0.16
C -7.2219 2.0631 1.4931 -0.15
C -7.2663 2.1021 3.1642 -0.17
N -7.0113 0.6877 3.6367 -0.10
C -6.0904 0.6222 4.8352 -0.16
C -4.7310 -0.1828 4.3471 -0.33
C -3.4269 0.8272 4.2060 -0.14
O -4.9568 -0.8760 3.0627 -0.13
C -5.0557 0.2262 -0.7547 -0.13
O -5.6665 -0.9474 -1.0577 -0.08
H 4.0449 3.2807 4.2525 0.08
H 3.1664 4.7093 3.3648 0.09
H 2.5452 2.8619 3.1852 0.07
H 5.4856 4.0854 2.2984 0.06
H 4.3318 1.0810 2.2715 0.09
H 5.5296 1.5339 0.8832 0.07
H 6.0973 1.7545 2.6998 0.02
H 3.1850 4.8618 0.9061 0.11
H 4.5761 4.1895 -0.1774 0.12
H 2.5776 1.8524 0.9533 0.09
H 3.2270 2.2106 -2.1744 0.09
H 3.5180 0.7552 -0.9049 0.07
H 4.7498 2.1918 -1.0609 0.08
H 1.5377 4.4866 -0.4718 0.11
H 0.5706 3.2866 0.6241 0.15
H 1.5409 0.2181 -2.1699 0.11
H 0.2367 -1.1157 -2.7731 0.13
H 0.1467 -2.2974 -0.5031 0.11
H 2.4621 -2.4856 -2.1284 0.08
H 3.3445 -1.7020 -0.6150 0.07
H 2.4047 -3.3490 -0.4304 0.09
H -0.9864 4.9031 0.2258 0.12
H -2.8458 5.0374 -0.0771 0.10
H -1.8910 5.1278 -2.9524 0.12
H -0.3128 7.5147 -2.1472 0.07
H 0.2946 6.3573 -0.7840 0.08
H 0.6331 5.9122 -2.6414 0.09
H -8.1212 1.4233 1.0554 0.07
H -7.3890 3.1711 1.1114 0.13
H -8.3223 2.5041 3.4719 0.11
H -6.4099 2.8728 3.4664 0.14
H -7.8902 0.1472 3.7923 0.10
H -5.8334 1.7013 5.2196 0.11
H -6.6469 -0.0109 5.6733 0.13
H -4.4349 -0.9733 5.1911 0.14
H -2.9596 0.8521 3.1308 0.08
H -3.7159 1.9141 4.5320 0.04
H -2.5927 0.4563 4.9594 0.03
H -4.1323 -0.8702 2.4852 0.10
Br 8.7663 0.6576 3.4040 0.62
C 9.5931 2.2012 2.5452 -0.69
C 9.6489 3.3843 3.4832 -0.69
Br 7.9026 4.2384 3.6472 0.65
H 9.0283 2.3983 1.6302 0.06
H 10.6020 1.8719 2.2804 0.06
H 10.3082 4.1609 3.0853 0.06
H 9.9722 3.1224 4.4943 0.05
Br -4.6996 -7.3828 -1.8062 0.59
C -3.9983 -5.6515 -1.2454 -0.69
C -3.5590 -4.8283 -2.4336 -0.69
Br -1.8459 -5.4506 -3.1293 0.58
H -3.1938 -5.8486 -0.5319 0.05
H -4.8280 -5.1643 -0.7251 0.06
H -3.3851 -3.7893 -2.1397 0.03
H -4.2687 -4.8521 -3.2650 0.06
Br -2.7685 1.9113 7.1863 0.69
C -1.0838 2.7512 7.6960 -0.68
C -0.8394 4.0131 6.9019 -0.69
Br -0.2448 3.6030 5.0897 0.60
H -0.3006 1.9992 7.5688 0.06
H -1.1916 2.9807 8.7600 0.06
H -0.0248 4.5944 7.3430 0.06
H -1.7250 4.6478 6.8112 0.05
Br -10.6961 0.4966 1.9299 0.63
C -10.9620 -1.1784 0.9669 -0.68
C -9.9005 -2.1912 1.3276 -0.69
Br -8.2107 -1.7899 0.4392 0.68
H -10.9856 -0.9342 -0.0984 0.05
H -11.9505 -1.5299 1.2765 0.06
H -10.1797 -3.1863 0.9697 0.06
H -9.6934 -2.2405 2.4000 0.05
Br 1.2979 -7.9596 -4.0618 0.61
C 1.4296 -9.2455 -2.6014 -0.68
C 0.5881 -8.8205 -1.4208 -0.69
Br 1.4510 -7.3866 -0.4183 0.59
H 2.4913 -9.3506 -2.3630 0.05
H 1.0604 -10.1871 -3.0182 0.06
H 0.4828 -9.6422 -0.7067 0.06
H -0.4051 -8.4601 -1.7023 0.04
Br 4.7848 -4.6120 -8.1814 0.58
C 5.2412 -5.9133 -6.8023 -0.70
C 4.1156 -6.0732 -5.8072 -0.71
Br 4.0543 -4.5718 -4.5631 0.58
H 6.1789 -5.5821 -6.3483 -0.03
H 5.4143 -6.8492 -7.3414 0.06
H 4.2777 -6.9546 -5.1802 0.04
H 3.1293 -6.1413 -6.2740 0.04
Br 10.6783 -3.2875 -9.0063 0.60
C 8.9237 -2.4569 -8.8187 -0.70
C 8.6344 -2.1093 -7.3771 -0.68
Br 8.1446 -3.6957 -6.3528 0.64
H 8.1956 -3.1464 -9.2540 0.05
H 8.9714 -1.5517 -9.4309 0.06
H 7.7666 -1.4473 -7.3069 0.06
H 9.4813 -1.6465 -6.8633 0.05
```

Its energy above the lowest of the compared OMol25 structures with the same formula, charge and spin is 19.9939 eV. Its SMILES is CC(C)C[C@H](C)COc1c(C[C@@H](C)Cl)c(F)c2c(c1C[C@H](C)Cl)C(=O)N(OCCNC[C@H](C)O)C2=O.BrCCBr.BrCCBr.BrCCBr.BrCCBr.BrCCBr.BrCCBr.BrCCBr. Its total charge is 0.